53
Properties=species:S:1:pos:R:3:forces:R:3:lowdin_charge:R:1 method="wB97M-V/def2-TZVPD" lumo_ev="4.343 / 4.342" total_energy_ev=-84626.022 total_charge=-2 max_force_ev_per_a=0.57 homo_lumo_gap_ev="5.440 / 5.225" e_homo_ev="-1.10 / -0.88" spin_multiplicity=2
Ti -0.24267 -0.30160 0.28188 0.0 -0.1 -0.6 0.47
O 0.32759 -0.32750 2.17198 0.1 0.0 0.4 -0.29
N 1.52668 -0.08524 2.69171 0.0 0.0 -0.1 -0.19
C 1.59303 0.10488 4.02454 0.0 0.0 -0.1 -0.04
C 2.78047 0.35467 4.64783 0.1 0.0 -0.1 -0.09
C 3.94023 0.40772 3.85071 0.0 0.0 0.0 -0.10
C 3.85507 0.20976 2.50352 -0.1 0.0 0.0 -0.09
C 2.61472 -0.04973 1.85527 0.0 0.0 0.2 -0.68
S 2.39767 -0.31394 0.21797 -0.1 0.0 -0.1 0.71
H 0.63260 0.04445 4.51337 0.0 0.0 0.0 0.13
H 2.80718 0.50979 5.71580 0.0 0.0 0.0 0.09
H 4.90256 0.60971 4.30529 0.0 0.0 0.0 0.09
H 4.72715 0.24787 1.86691 0.0 0.0 0.0 0.10
C -1.43663 -0.61602 -3.28384 0.0 0.1 0.0 -0.24
Si 0.05730 0.09729 -2.32067 0.0 -0.1 0.1 0.49
C 1.56555 -0.69214 -3.19674 -0.1 0.0 0.0 -0.26
C 0.12208 1.93622 -2.85804 0.0 0.0 0.0 -0.31
C 0.26496 2.33122 -4.19332 0.0 0.0 0.0 -0.12
C 0.30302 3.66856 -4.55640 0.0 0.0 0.0 -0.13
C 0.19666 4.64732 -3.57239 0.0 0.0 0.0 -0.13
C 0.05448 4.27003 -2.24599 0.0 0.0 0.0 -0.12
C 0.01556 2.92396 -1.86256 0.0 0.0 0.0 -0.31
Si -0.15312 2.35642 -0.02942 0.0 0.0 0.1 0.52
C -1.53081 3.50187 0.65837 0.0 0.0 0.0 -0.27
C 1.40769 3.17498 0.76363 0.0 0.0 0.0 -0.26
H -1.35356 -0.42393 -4.36042 0.0 0.0 0.0 0.00
H -2.36924 -0.17067 -2.92782 0.0 0.0 0.0 0.01
H -1.50594 -1.69730 -3.13416 0.0 0.0 0.0 0.01
H 1.51509 -0.55298 -4.28350 0.0 0.0 0.0 0.00
H 1.60618 -1.76420 -2.98699 0.0 0.0 0.0 0.01
H 2.50104 -0.24969 -2.84465 0.0 0.0 0.0 -0.01
H 0.34576 1.57330 -4.96905 0.0 0.0 0.0 0.08
H 0.41204 3.95154 -5.59918 0.0 0.0 0.0 0.08
H 0.22337 5.69883 -3.84334 0.0 0.0 0.0 0.08
H -0.02965 5.04272 -1.48570 0.0 0.0 0.0 0.08
H -1.30657 4.56230 0.48728 0.0 0.0 0.0 -0.01
H -1.64254 3.35100 1.73674 0.0 0.0 0.0 0.00
H -2.49099 3.25606 0.20355 0.0 0.0 0.0 -0.01
H 1.41149 4.25957 0.59667 0.0 0.0 0.0 0.00
H 2.32662 2.75904 0.34340 0.0 0.0 0.0 -0.01
H 1.43200 3.00403 1.84625 0.0 0.0 0.0 0.00
N -2.78813 -2.82867 0.09872 0.0 0.0 0.0 0.13
C -3.19752 -1.51677 0.16856 0.0 0.1 -0.1 -0.49
N -4.47645 -1.18584 0.14213 0.0 0.0 0.2 0.00
N -4.46531 0.16103 0.28483 -0.1 0.0 -0.1 -0.12
N -3.26730 0.60134 0.36501 0.1 0.0 0.0 -0.07
N -2.39964 -0.45028 0.29308 0.0 -0.1 0.1 -0.08
C -1.49806 -3.25430 -0.13707 0.0 -0.1 0.1 -0.50
N -1.20573 -4.52476 -0.36569 0.0 0.0 0.0 -0.01
N 0.13651 -4.51952 -0.53078 0.0 0.0 0.0 -0.13
N 0.60523 -3.33134 -0.40492 0.1 0.0 0.1 -0.08
N -0.41836 -2.47646 -0.13722 0.0 0.2 -0.1 -0.07
H -3.51156 -3.49069 -0.11955 0.0 0.0 0.0 0.12